C25H52N3O4 | ωB97M-V/def2-TZVPD

Geometry as XYZ:
```
84
C25H52N3O4 ωB97M-V/def2-TZVPD
H -0.78628 -1.65307 2.69451
C 3.01106 0.88527 -0.33207
H 4.47024 0.50101 0.93287
H -0.54029 1.12362 -2.31378
H 1.23572 -3.05856 -2.31166
C -0.79732 0.20293 -2.90660
H 3.51837 1.88330 -0.35594
C 2.62385 -4.37282 -0.28914
C 0.78791 -0.22832 -0.16246
C -1.18974 5.59426 1.90148
N 4.52571 -1.14218 -4.86145
H 2.84925 -2.28116 0.28502
C -2.73350 4.44967 3.62954
C 2.59286 -1.22154 -3.64003
N -0.35389 -1.03508 -2.27859
H -1.89109 6.46089 1.81057
C -1.57973 4.57961 0.76051
H 3.14452 -2.12444 -3.30959
H -1.29365 2.67280 1.93959
C 2.64592 -2.81376 -0.67449
C -0.63106 -2.31738 1.80168
H -2.60774 0.81258 -4.09275
H -0.54548 4.11192 3.45016
C -1.32409 -1.59773 0.59350
H -1.38566 2.53266 0.10853
C 0.95483 -0.94183 -1.58336
H 0.95809 1.35020 1.97070
H -3.54918 -5.25237 -0.84606
O -3.33930 -4.18601 0.98867
C 3.38474 0.15494 -1.66918
H -0.37616 -4.37431 2.48333
C -1.93493 -4.47660 0.98640
H 3.54679 -2.68297 -1.31117
H -3.26869 -3.42502 -0.93769
H 0.47720 -2.42805 1.69348
H -1.79896 3.00282 4.96306
H -1.18847 5.00066 -0.20422
C 1.37663 1.90176 1.10697
H -0.15003 5.94676 1.67193
H 0.48712 -2.96591 -0.71219
H -1.92995 -3.70860 3.03810
H 1.31345 -0.88671 0.57703
C 0.56451 3.23262 0.76817
H -2.81996 -0.73141 -3.09739
H 2.36967 2.28310 1.44786
H 0.93124 3.97265 1.52807
C -0.98471 3.12104 0.97521
C 1.27798 -2.48682 -1.34516
H -0.37564 -1.84199 -2.89115
C -2.36193 0.27996 -3.14142
C -1.27109 4.96095 3.33501
N 1.53421 1.06943 -0.14671
H -1.40248 -2.20335 -0.32995
H -3.61229 2.83968 4.92616
H 1.69863 -1.58235 -4.21549
C -0.68879 -0.16523 0.33403
H -2.59375 2.18208 3.58938
H -0.79264 0.33970 1.32937
O 3.58775 0.16724 0.74440
O 4.25026 -1.88740 -5.73366
H -0.28351 0.35067 -3.89692
C -2.70814 3.02836 4.30537
C -1.23616 -3.72563 2.16744
H -3.19003 5.18174 4.34336
H -1.45805 -4.28091 -0.01174
H -2.84119 0.89912 -2.33774
H 1.78007 0.66052 -2.98443
H -0.98142 5.72079 4.09439
C -3.77700 -4.25818 -0.38692
H 3.89702 0.90611 -2.32395
H 0.85273 3.66012 -0.22343
H 3.42468 -4.92050 -0.84095
H -1.83046 -5.58651 1.14294
O 3.39119 -0.37037 -4.52307
H 1.65783 -4.80081 -0.65129
H -2.68082 4.47378 0.60937
H 4.10859 -0.67203 -1.52961
C 2.08331 -0.29848 -2.48417
H 2.68528 -4.51137 0.80932
H -2.37802 -1.38827 0.91760
H -1.39797 0.36194 -0.33840
H 1.13573 1.64421 -0.90153
H -4.86951 -4.04439 -0.37095
H -3.40416 4.42698 2.74334
```

Properties
HOMO-LUMO gap = 0.3346 hartree
structure (SMILES) = CCCCCCCC[N@@H+]1[C@@H](CCCCCOC)[C@@](CCC)(NCC)[C@H](CON=O)C[C@@H]1O
net charge = +1
energy = -39416.9663 eV
LUMO energy = -2.72 eV

Charges obtained by Löwdin population analysis, quoted in units of e: atom 1 (H): 0.12, atom 2 (C): -0.29, atom 3 (H): 0.12, atom 4 (H): 0.11, atom 5 (H): 0.13, atom 6 (C): -0.27, atom 7 (H): 0.17, atom 8 (C): -0.08, atom 9 (C): -0.14, atom 10 (C): -0.21, atom 11 (N): -0.01, atom 12 (H): 0.10, atom 13 (C): -0.24, atom 14 (C): -0.16, atom 15 (N): -0.02, atom 16 (H): 0.12, atom 17 (C): -0.20, atom 18 (H): 0.11, atom 19 (H): 0.09, atom 20 (C): -0.22, atom 21 (C): -0.18, atom 22 (H): 0.08, atom 23 (H): 0.09, atom 24 (C): -0.18, atom 25 (H): 0.10, atom 26 (C): -0.32, atom 27 (H): 0.14, atom 28 (H): 0.10, atom 29 (O): -0.20, atom 30 (C): -0.04, atom 31 (H): 0.11, atom 32 (C): -0.26, atom 33 (H): 0.09, atom 34 (H): 0.08, atom 35 (H): 0.10, atom 36 (H): 0.08, atom 37 (H): 0.11, atom 38 (C): -0.09, atom 39 (H): 0.10, atom 40 (H): 0.10, atom 41 (H): 0.12, atom 42 (H): 0.14, atom 43 (C): -0.15, atom 44 (H): 0.07, atom 45 (H): 0.13, atom 46 (H): 0.11, atom 47 (C): -0.19, atom 48 (C): -0.13, atom 49 (H): 0.12, atom 50 (C): -0.07, atom 51 (C): -0.22, atom 52 (N): 0.01, atom 53 (H): 0.07, atom 54 (H): 0.07, atom 55 (H): 0.14, atom 56 (C): -0.12, atom 57 (H): 0.05, atom 58 (H): 0.11, atom 59 (O): 0.01, atom 60 (O): 0.10, atom 61 (H): 0.12, atom 62 (C): -0.12, atom 63 (C): -0.15, atom 64 (H): 0.11, atom 65 (H): 0.10, atom 66 (H): 0.07, atom 67 (H): 0.14, atom 68 (H): 0.11, atom 69 (C): -0.10, atom 70 (H): 0.13, atom 71 (H): 0.13, atom 72 (H): 0.08, atom 73 (H): 0.13, atom 74 (O): -0.14, atom 75 (H): 0.07, atom 76 (H): 0.11, atom 77 (H): 0.12, atom 78 (C): -0.19, atom 79 (H): 0.07, atom 80 (H): 0.14, atom 81 (H): 0.09, atom 82 (H): 0.17, atom 83 (H): 0.10, atom 84 (H): 0.10



C4H5N3O4 | ωB97M-V/def2-TZVPD

Geometry as XYZ:
```
16
C4H5N3O4 ωB97M-V/def2-TZVPD
C 1.19158 -0.07716 0.59283
H -0.99406 2.40403 -0.87489
N -0.30845 -1.95036 -1.21580
O -0.16545 -0.14871 2.48886
O -0.95364 -1.07582 -1.73632
H -1.87518 1.20026 1.13566
C -0.07832 0.28569 1.32656
H 1.76271 -0.78377 2.31736
C 1.23833 0.28041 -0.73883
O -0.74166 -2.87853 -0.62221
H 2.09220 -0.19566 -1.26887
C -0.84554 1.29522 -0.71951
H -1.71943 0.57652 -1.21721
O 2.07979 -0.80200 1.26868
N 0.26519 0.79774 -1.40133
N -0.94809 1.07213 0.66501
```

Properties
HOMO-LUMO gap (spin up / spin down) = 0.3277 / 0.2162 hartree
energy = -16883.3480 eV
LUMO energy (spin up / spin down) = -1.28 / -2.19 eV

Charges obtained by Löwdin population analysis, quoted in units of e: atom 1 (C): -0.21, atom 2 (H): 0.15, atom 3 (N): -0.18, atom 4 (O): 0.04, atom 5 (O): 0.00, atom 6 (H): 0.19, atom 7 (C): -0.40, atom 8 (H): 0.22, atom 9 (C): -0.14, atom 10 (O): 0.07, atom 11 (H): 0.14, atom 12 (C): -0.27, atom 13 (H): 0.17, atom 14 (O): 0.08, atom 15 (N): 0.05, atom 16 (N): 0.10



C34H59BF2N6O5PS3 | ωB97M-V/def2-TZVPD

Geometry as XYZ:
```
111
C34H59BF2N6O5PS3 ωB97M-V/def2-TZVPD
H 2.31666 8.12310 9.52997
H -2.93286 -6.48508 -1.85782
H -1.53556 -0.48737 -0.50864
C -3.44446 4.80343 -1.00474
C 4.65034 6.08300 7.27510
C -4.04240 4.66820 -2.42188
O -2.56144 -2.08629 1.34832
C 4.95029 7.40543 7.52985
H -0.30299 4.72189 1.91414
H -0.14547 2.48610 1.35332
C -2.01903 -2.93094 -4.93370
H 1.09766 -4.04629 -1.56512
H -2.92312 5.73819 -0.84904
H -2.17521 -3.24750 -5.95311
H 1.71548 5.85092 0.50800
C -5.53491 4.33035 -2.34017
C 0.70921 4.40097 1.71302
C -0.18194 -4.72449 -6.12833
H 1.08483 -5.77633 -1.22363
C -1.66303 0.75244 -2.23446
H -4.28679 4.81899 -0.31986
H -3.57463 3.85002 -2.95824
C 4.10128 8.14131 8.34235
C -2.02317 -3.67871 -0.81799
C -2.60992 3.59181 -0.59386
H 4.48623 0.50315 6.54135
H 4.74455 2.95418 6.65049
H -0.72994 -4.70085 1.85242
N -1.63382 3.16546 -1.60715
H 0.98433 2.49777 2.74165
F 4.33096 0.59545 2.05536
S -3.85234 -3.53840 -0.83191
C 4.68979 3.21569 4.52393
C 3.00317 -5.23793 -2.83209
B -1.73896 -7.58136 -0.30275
H -3.33805 -1.77730 -3.69187
C -2.44439 -6.28486 -0.90253
C -3.41947 -2.59942 -4.38730
C 4.39391 0.44899 4.40363
H 3.29087 -6.05217 -2.16556
N 1.57187 -5.28184 -3.16175
C 4.43779 1.20934 3.25389
H -3.23038 -6.03482 -0.20339
H 4.27321 -0.62406 4.33487
S 0.51543 3.76820 -2.96389
H -3.76545 -3.45894 -3.83213
H -3.89633 5.59636 -2.95965
C -0.54428 4.03071 -1.75266
H -0.05839 1.77901 -1.21498
C 4.50909 1.08604 5.63046
C 2.97457 7.54704 8.89344
C 4.65485 2.46570 5.69219
N -0.62101 -5.10946 -2.20969
H -5.65663 3.33930 -1.91920
C 1.15374 4.93918 0.34269
H -0.69282 -5.41558 -0.25481
N -1.51326 -3.06513 -2.05172
H -0.87823 -4.36500 -6.87748
O -1.62666 -4.31925 1.83415
H 4.80149 4.28793 4.56647
H -5.93108 4.33402 -3.34788
H 1.32902 4.80162 2.50826
C 0.81195 -5.02417 -1.96695
H 1.31148 -6.19324 -3.52074
H -0.93876 -1.42382 -3.20967
F 5.48001 5.37091 6.47806
C 2.69293 6.21498 8.62752
C -1.15480 -4.03015 -2.93489
H -1.39636 -2.05210 -5.00954
P -1.45185 -3.08697 0.84178
C 0.94826 -3.69241 -6.00810
H 1.06981 -3.28309 -5.02050
H 3.20315 -4.31480 -2.29900
H -2.13643 3.82545 0.36071
H 3.32232 4.43710 7.58392
H -1.47325 1.59475 -0.25005
H -6.06112 5.04536 -1.72190
H -1.64619 -7.96023 1.61205
H -4.20478 -4.59545 -1.58586
H -3.30872 2.79153 -0.37472
H -0.97444 0.64330 -3.06531
H 5.83757 7.84772 7.09672
H 0.20802 -5.64806 -6.52378
C -1.13747 1.79684 -1.26151
H 1.86546 -4.14444 -6.35136
S -0.26311 5.44357 -0.67997
H -0.01981 -1.55996 -1.76943
O -0.86636 -5.09932 -4.91010
C -1.43217 -5.13897 -0.99784
H 4.32043 9.18049 8.54593
H -0.57451 -7.74088 -1.78794
O -0.63295 -8.11863 -0.89385
H 3.59026 -5.22753 -3.73971
H 1.57584 2.51953 1.07299
H 1.81724 5.74948 9.05901
C -1.89596 -0.61276 -1.52138
C -1.02294 -1.69554 -2.16931
C 4.58743 2.58031 3.29414
H 0.75576 -2.87391 -6.69578
H -2.61830 1.11870 -2.59142
H 4.62271 3.14277 2.36987
C 3.53218 5.47382 7.80824
H -4.08763 -2.36897 -5.19734
O -2.20440 -8.16288 0.84510
N -1.33673 -4.00895 -4.22022
H 0.44417 -2.58561 0.01321
N 0.01218 -2.56624 0.93302
H -2.07895 -1.27535 1.59025
H -2.95117 -0.84148 -1.57865
H 1.82237 4.26513 -0.17533
C 0.79543 2.86223 1.74127
```

Properties
HOMO-LUMO gap = 0.2531 hartree
net charge = +1
energy = -103292.6211 eV
LUMO energy = -2.99 eV

These are the Löwdin partial charges, in e, on atoms 1 to 99: atom 1 (H): 0.10, atom 2 (H): 0.12, atom 3 (H): 0.08, atom 4 (C): -0.20, atom 5 (C): -0.28, atom 6 (C): -0.24, atom 7 (O): -0.16, atom 8 (C): -0.02, atom 9 (H): 0.08, atom 10 (H): 0.04, atom 11 (C): -0.13, atom 12 (H): 0.12, atom 13 (H): 0.07, atom 14 (H): 0.12, atom 15 (H): 0.07, atom 16 (C): -0.11, atom 17 (C): -0.29, atom 18 (C): -0.19, atom 19 (H): 0.14, atom 20 (C): -0.14, atom 21 (H): 0.11, atom 22 (H): 0.09, atom 23 (C): -0.08, atom 24 (C): -0.62, atom 25 (C): -0.23, atom 26 (H): 0.11, atom 27 (H): 0.08, atom 28 (H): 0.09, atom 29 (N): -0.18, atom 30 (H): 0.07, atom 31 (F): 0.05, atom 32 (S): 0.88, atom 33 (C): -0.07, atom 34 (C): -0.09, atom 35 (B): -0.66, atom 36 (H): 0.06, atom 37 (C): -0.05, atom 38 (C): -0.02, atom 39 (C): -0.02, atom 40 (H): 0.09, atom 41 (N): -0.09, atom 42 (C): -0.29, atom 43 (H): 0.09, atom 44 (H): 0.12, atom 45 (S): 0.69, atom 46 (H): 0.06, atom 47 (H): 0.10, atom 48 (C): -1.06, atom 49 (H): 0.10, atom 50 (C): -0.08, atom 51 (C): -0.09, atom 52 (C): -0.09, atom 53 (N): 0.02, atom 54 (H): 0.07, atom 55 (C): -0.46, atom 56 (H): 0.12, atom 57 (N): -0.03, atom 58 (H): 0.10, atom 59 (O): -0.11, atom 60 (H): 0.09, atom 61 (H): 0.07, atom 62 (H): 0.10, atom 63 (C): -0.21, atom 64 (H): 0.12, atom 65 (H): 0.09, atom 66 (F): 0.04, atom 67 (C): -0.08, atom 68 (C): -0.20, atom 69 (H): 0.12, atom 70 (P): 0.45, atom 71 (C): -0.05, atom 72 (H): 0.06, atom 73 (H): 0.08, atom 74 (H): 0.09, atom 75 (H): 0.10, atom 76 (H): 0.10, atom 77 (H): 0.07, atom 78 (H): 0.12, atom 79 (H): -0.10, atom 80 (H): 0.12, atom 81 (H): 0.10, atom 82 (H): 0.12, atom 83 (H): 0.13, atom 84 (C): -0.21, atom 85 (H): 0.08, atom 86 (S): 0.89, atom 87 (H): 0.13, atom 88 (O): -0.03, atom 89 (C): -0.29, atom 90 (H): 0.11, atom 91 (H): 0.10, atom 92 (O): 0.19, atom 93 (H): 0.08, atom 94 (H): 0.07, atom 95 (H): 0.11, atom 96 (C): -0.16, atom 97 (C): -0.14, atom 98 (C): -0.02, atom 99 (H): 0.08